# C10H12BrNPY

A structure of composition C10H12BrNPY (ωB97M-V with the def2-TZVPD basis set, the OMol25 dataset).

Output
- Energy relative to the best compared isomer or geometry (same formula, charge and spin): 0.0203 eV
- Gap between HOMO and LUMO (alpha / beta): 4.90 / 4.44 eV
- Maximum force: 3.1 eV/A
- E_HOMO (alpha / beta): -5.8 / -5.7 eV
- Calculated total energy: -92421.3146 eV

```
26
C10H12BrNPY | the OMol25 dataset | ωB97M-V with the def2-TZVPD basis set
C -0.63068 0.30075 -3.22874
C -1.36665 1.51886 -3.21130
C -0.50528 2.51945 -2.74638
C 0.80250 2.00074 -2.77431
C 0.72897 0.61241 -2.92375
Y 0.47356 -1.52485 0.02763
P -0.20304 -3.96677 -0.75393
H -0.97508 -0.68881 -3.50565
H -2.46689 1.63841 -3.45294
H -0.78696 3.56992 -2.55358
H 1.54666 -0.08235 -3.06774
H 1.76732 2.62653 -2.60919
H 1.00431 -4.52812 -1.29473
H -1.38436 -4.48930 -1.44989
H -0.29862 -4.19177 0.75737
Br -1.63508 -1.04139 5.01793
C -0.61695 -0.14154 3.64384
C 0.43094 0.66651 4.08441
C 1.23980 1.25773 3.11792
C 1.02903 1.01150 1.78041
N 0.08992 0.10655 1.38533
C -0.81202 -0.42223 2.30638
H 0.58579 0.83530 5.15249
H 2.05435 1.90519 3.43134
H 1.55808 1.49335 0.97637
H -1.62960 -0.98611 1.89071
```


# C27H34FN3O5P2W

A structure of composition C27H34FN3O5P2W (ωB97M-V with the def2-TZVPD basis set, the OMol25 dataset).

Output
- Energy relative to the best compared isomer or geometry (same formula, charge and spin): 0.8769 eV
- Gap between HOMO and LUMO: 5.50 eV
- Net charge: +4
- Maximum force: 1.0 eV/A
- E_HOMO: -18.4 eV
- Calculated total energy: -66340.4900 eV

```
73
C27H34FN3O5P2W | the OMol25 dataset | ωB97M-V with the def2-TZVPD basis set
W 0.37865 -3.22926 -0.21924
C 0.56831 -6.86859 0.29817
P 0.29026 -5.35640 1.23442
C -1.31443 -5.52371 2.03632
C 1.56239 -5.16739 2.48797
C 1.57931 -6.01505 3.59196
C 2.57234 -5.88686 4.55519
C 3.54836 -4.90877 4.42671
C 3.54286 -4.05709 3.33057
C 2.55274 -4.18730 2.35844
P 2.62717 -3.16248 0.89749
C 3.10673 -1.48051 1.30267
C 3.80809 -3.81848 -0.29685
H 0.46471 -7.71116 0.98552
H 1.56458 -6.88841 -0.14171
H -0.17790 -6.96893 -0.49145
H -1.31443 -6.44149 2.62719
H -2.09370 -5.60443 1.27720
H -1.51432 -4.67862 2.69229
H 0.82476 -6.78229 3.71707
H 2.57959 -6.55182 5.40858
H 4.31869 -4.80704 5.17938
H 4.31625 -3.30347 3.24781
H 4.11566 -1.50123 1.71959
H 2.41693 -1.05436 2.02982
H 3.11638 -0.87999 0.39319
H 4.79825 -3.74943 0.16214
H 3.79779 -3.23337 -1.21742
H 3.58952 -4.86158 -0.52353
F 1.18836 2.86944 -3.37198
C 0.38101 2.58082 -2.35492
C 0.45253 1.35966 -1.78729
C -0.44827 0.99411 -0.75728
C -0.41586 -0.28551 -0.18844
O 0.42562 -1.24286 -0.57386
C -1.35900 -0.58717 0.80733
C -2.29436 0.33597 1.19563
N -2.33961 1.56153 0.66217
C -3.41782 2.40767 1.23111
C -4.27468 3.37787 0.47997
C -3.32097 3.86930 1.53887
C -1.43521 1.93349 -0.33574
C -1.46533 3.19874 -0.93686
C -0.57949 3.56592 -1.95016
N -0.64841 4.77673 -2.57453
C 0.51234 5.42280 -3.22028
C 0.41744 6.92972 -3.07751
N -0.79611 7.43742 -3.81595
C -2.00219 6.53363 -3.62226
C -1.82655 5.62471 -2.41602
C -1.12185 -1.99919 1.15089
O -1.50665 -2.87179 0.22953
O -0.13387 -2.37822 1.81245
H 1.17414 0.64587 -2.15966
H -3.03194 0.11164 1.95168
H -3.94334 1.82491 1.97067
H -5.33008 3.33919 0.71037
H -4.07371 3.57734 -0.56106
H -3.72016 4.17393 2.49601
H -2.43642 4.41646 1.25125
H -2.17151 3.93373 -0.60707
H 0.58800 5.13987 -4.27263
H 1.43536 5.11733 -2.73358
H 1.29441 7.41673 -3.49880
H 0.31540 7.23799 -2.03915
H -0.58414 7.50220 -4.81443
H -1.00829 8.39272 -3.51851
H -2.11584 5.95168 -4.53424
H -2.88061 7.16303 -3.50152
H -2.72068 5.00083 -2.38632
H -1.79986 6.20580 -1.48739
O 0.74486 -3.29266 -2.03870
O 0.64784 -4.59385 -1.42127
```


# C8H13N6O

The ion C8H13N6O with charge +1 (ωB97M-V with the def2-TZVPD basis set, the OMol25 dataset).

Output
- Gap between HOMO and LUMO (alpha / beta): 6.08 / 6.63 eV
- Net charge: +1
- Maximum force: 7.4 eV/A
- E_HOMO (alpha / beta): -8.9 / -13.5 eV
- Calculated total energy: -19482.1594 eV
- Spin multiplicity: 3

```
28
C8H13N6O | the OMol25 dataset | ωB97M-V with the def2-TZVPD basis set
C -2.89367 1.75673 0.12953
C -2.83450 -1.57535 -1.08913
C -0.22534 0.84709 -0.40498
C 2.12398 1.33386 -0.11660
C -3.66306 -0.31727 -0.95935
C -1.63266 -0.24471 0.19492
C -1.45485 -0.41992 1.68655
C 1.25422 -1.00421 -0.11525
N -2.95877 2.78572 0.61500
N -1.72712 -1.50469 -0.49369
N -2.74544 0.50216 -0.22079
N 2.03303 2.43666 -0.70334
N 1.10358 0.39991 -0.16196
N 3.38810 0.85880 0.26762
O -0.58015 1.85253 -0.99323
H -3.34446 -2.47488 -1.63991
H -3.98812 0.04417 -2.00305
H -4.62190 -0.28669 -0.30081
H -2.35435 -0.78359 2.04658
H -1.45645 0.52924 2.28952
H -0.58681 -1.07037 1.82230
H 1.84556 -1.26147 -0.99695
H 1.84430 -1.38568 0.77049
H 0.29721 -1.51099 -0.18239
H 1.14630 2.35260 -1.26160
H 2.84704 2.99840 -0.69277
H 4.22522 1.53590 0.29579
H 3.44835 0.20714 1.03967
```


# C4H8S2

The molecule C4H8S2 (ωB97M-V with the def2-TZVPD basis set, the OMol25 dataset).

Output
- Energy relative to the best compared isomer or geometry (same formula, charge and spin): 1.4746 eV
- Gap between HOMO and LUMO: 8.11 eV
- Maximum force: 3.9 eV/A
- E_HOMO: -8.2 eV
- Calculated total energy: -25946.9393 eV
- SMILES: CS[C@H](C)C=S

```
14
C4H8S2 | the OMol25 dataset | ωB97M-V with the def2-TZVPD basis set
C 0.68536 -2.11532 0.34370
S -0.23689 -1.06409 -0.80759
C 0.03174 0.52801 -0.00613
C -0.92063 1.61257 -0.43066
C 1.68081 0.96065 -0.46940
S 2.96169 0.57752 0.40607
H 0.24166 -2.04939 1.33474
H 1.72570 -1.79921 0.36854
H 0.61695 -3.13158 -0.02792
H 0.07276 0.38597 1.07194
H -0.52716 2.58648 -0.14043
H -1.88275 1.47192 0.06136
H -1.07359 1.59706 -1.50817
H 1.72300 1.34366 -1.48352
```


# C21H19NO6

The molecule C21H19NO6 (ωB97M-V with the def2-TZVPD basis set, the OMol25 dataset).

Output
- Energy relative to the best compared isomer or geometry (same formula, charge and spin): 3.7125 eV
- Gap between HOMO and LUMO: 8.06 eV
- Maximum force: 5.4 eV/A
- E_HOMO: -8.0 eV
- Calculated total energy: -35857.8522 eV
- SMILES: CN(C)CCc1cc2c(cc1/C=C1/OC(=O)c3c1ccc1c3OCO1)OCO2

```
47
C21H19NO6 | the OMol25 dataset | ωB97M-V with the def2-TZVPD basis set
C -0.88827 -1.38146 -3.88629
N -1.11112 -0.75917 -2.57843
C -1.39989 0.69938 -2.58007
C -0.01999 -1.19473 -1.69003
C -0.25879 -0.69744 -0.24305
C 0.71540 -1.27732 0.71087
C 0.29535 -2.35170 1.48224
C 1.16679 -2.84648 2.45305
C 2.40924 -2.32849 2.66983
C 2.86613 -1.25405 1.90849
C 2.01733 -0.73388 0.90715
C 2.53531 0.40252 0.07223
C 2.16396 1.74229 0.19867
O 2.63669 2.67512 -0.71062
C 2.00707 3.84089 -0.40061
O 1.99758 4.87391 -1.07559
C 1.20418 3.62853 0.83125
C 1.28213 2.32586 1.23034
C 0.50176 1.89605 2.31178
C -0.35425 2.79755 2.96811
C -0.36962 4.12187 2.55954
C 0.41598 4.54910 1.53754
O 0.29706 5.86965 1.32058
C -0.76273 6.29256 2.23015
O -1.09151 5.16503 3.07978
O 3.06021 -3.08284 3.61044
C 2.05411 -3.98744 4.11942
O 0.90635 -3.87049 3.26768
H -1.70252 -1.06914 -4.53012
H 0.06534 -1.03830 -4.30363
H -0.85421 -2.47894 -3.86134
H -1.71597 1.05940 -1.56010
H -2.22650 0.89399 -3.25794
H -0.51412 1.28057 -2.93889
H 0.88914 -0.74612 -2.07135
H 0.07108 -2.29024 -1.69489
H -0.20916 0.34996 -0.18010
H -1.27823 -0.96413 0.04451
H -0.64119 -2.84575 1.42000
H 3.85355 -0.87585 2.13931
H 3.20418 0.19357 -0.75128
H 0.52343 0.83500 2.55162
H -1.01798 2.57976 3.78975
H -1.65073 6.54940 1.65452
H -0.47393 7.13393 2.83488
H 2.42857 -5.03845 4.10977
H 1.84412 -3.77217 5.17215
```


# C31H68O17

A cluster of 5 separate species, C31H68O17 in total (ωB97M-V with the def2-TZVPD basis set, the OMol25 dataset).

Output
- Gap between HOMO and LUMO: 9.68 eV
- Maximum force: 1.0 eV/A
- E_HOMO: -9.2 eV
- Calculated total energy: -68049.2228 eV
- SMILES: COCCCOC(=O)OCC=O.COCCOCCOC.COCCOCCOC.COCCOCCOC.COCCOCCOC

```
116
C31H68O17 | the OMol25 dataset | ωB97M-V with the def2-TZVPD basis set
C -1.58865 -6.40557 -2.40043
O -1.03810 -6.49801 -1.10462
C 0.37013 -6.37125 -1.07244
C 1.14028 -7.64279 -1.43687
C 1.61562 -7.73021 -2.87727
O 2.49136 -6.61973 -3.13691
C 2.45345 -6.01713 -4.32625
O 3.43787 -5.62088 -4.88521
O 1.18932 -5.79084 -4.77339
C 0.98283 -6.05747 -6.16232
C -0.02901 -7.14630 -6.39856
O -0.21569 -7.56764 -7.51546
H -2.67133 -6.48895 -2.30590
H -1.33384 -5.45353 -2.87994
H -1.24462 -7.23218 -3.03617
H 0.61379 -6.12411 -0.03673
H 0.71260 -5.51939 -1.67360
H 2.04490 -7.66142 -0.82100
H 0.55336 -8.53026 -1.19340
H 0.79171 -7.77575 -3.58755
H 2.20911 -8.63987 -3.00864
H 1.91392 -6.29691 -6.67941
H 0.59164 -5.15030 -6.63361
H -0.62363 -7.53622 -5.55345
C -1.18562 1.38101 -0.01153
O -0.04715 0.55570 0.07773
C -0.26945 -0.55619 0.92708
C 0.78214 -1.61994 0.71388
O 0.53746 -2.44719 -0.41342
C 0.81176 -1.88278 -1.68657
C 2.28318 -1.80794 -2.02410
O 2.87902 -0.68630 -1.39843
C 4.28630 -0.76777 -1.39438
H -1.47782 1.76400 0.97427
H -0.93453 2.22139 -0.65584
H -2.03264 0.83929 -0.44888
H -1.26079 -0.98540 0.73571
H -0.22995 -0.21247 1.97103
H 0.74791 -2.29609 1.57088
H 1.77893 -1.17592 0.67483
H 0.34062 -0.90318 -1.79368
H 0.34429 -2.56156 -2.40392
H 2.39535 -1.71461 -3.11398
H 2.77963 -2.73118 -1.69887
H 4.62899 -1.63531 -0.81884
H 4.66699 0.13732 -0.92461
H 4.68482 -0.83340 -2.41373
C -6.60621 -1.44149 7.24966
O -6.01338 -1.62380 5.98514
C -6.79095 -1.05841 4.94575
C -5.97425 -0.91941 3.68148
O -5.12705 0.21913 3.66926
C -3.93019 0.13030 4.42945
C -2.85070 -0.69282 3.76711
O -3.06411 -2.07822 3.96744
C -2.28717 -2.85202 3.08230
H -7.60107 -1.90044 7.29321
H -5.96453 -1.92121 7.98574
H -6.69216 -0.37636 7.49493
H -7.16177 -0.07000 5.24510
H -7.65227 -1.71217 4.74689
H -6.67036 -0.76276 2.85486
H -5.41267 -1.83480 3.48294
H -4.12797 -0.22361 5.44318
H -3.56220 1.15703 4.49597
H -1.87596 -0.41749 4.19627
H -2.83909 -0.46633 2.69304
H -2.56518 -2.64869 2.04148
H -2.47884 -3.90100 3.29714
H -1.21731 -2.64910 3.21731
C 2.54454 2.22263 -3.13825
O 3.15140 3.06832 -4.09086
C 3.68575 4.23634 -3.49777
C 4.65428 4.91769 -4.43718
O 5.94646 4.32995 -4.45164
C 6.08775 3.12178 -5.18204
C 6.15945 3.31633 -6.67956
O 4.86464 3.48586 -7.22732
C 4.90756 4.00775 -8.53440
H 1.72626 2.73374 -2.61719
H 2.14191 1.36125 -3.66706
H 3.27397 1.86966 -2.40261
H 4.20700 3.98332 -2.56575
H 2.86379 4.92851 -3.26391
H 4.81088 5.93438 -4.07103
H 4.23512 4.98062 -5.44362
H 5.30330 2.40716 -4.92350
H 7.04472 2.70711 -4.85848
H 6.62697 2.43132 -7.13455
H 6.78109 4.19362 -6.89889
H 5.36343 5.00487 -8.54629
H 3.88268 4.08508 -8.89146
H 5.46933 3.34993 -9.20838
C 0.14141 5.00871 7.64220
O -0.87297 5.33771 6.72228
C -0.89966 6.72397 6.43254
C -1.70908 6.99558 5.18516
O -1.00103 6.75696 3.97865
C -0.85479 5.40177 3.58490
C -2.10280 4.80445 2.97586
O -3.01339 4.40693 3.98421
C -4.30366 4.16900 3.46682
H 0.00814 5.54293 8.59040
H 0.08102 3.93859 7.82962
H 1.13281 5.24206 7.23629
H 0.12091 7.10003 6.28834
H -1.35509 7.25728 7.27918
H -1.94211 8.06215 5.16934
H -2.65079 6.44319 5.20924
H -0.49642 4.78441 4.41146
H -0.08377 5.41363 2.81182
H -1.82364 3.92411 2.37787
H -2.57055 5.54382 2.31362
H -4.73104 5.08193 3.03576
H -4.93454 3.84145 4.29050
H -4.28234 3.38111 2.70450
```


# C6H9NO

The molecule C6H9NO (ωB97M-V with the def2-TZVPD basis set, the OMol25 dataset).

Output
- Energy relative to the best compared isomer or geometry (same formula, charge and spin): 2.6818 eV
- Gap between HOMO and LUMO: 9.23 eV
- Maximum force: 4.0 eV/A
- E_HOMO: -8.4 eV
- Calculated total energy: -9902.9223 eV
- SMILES: C=C=CN(C)C(C)=O

```
17
C6H9NO | the OMol25 dataset | ωB97M-V with the def2-TZVPD basis set
C -3.07376 -0.23235 -0.41897
C -1.92170 0.23501 -0.02058
C -0.70735 0.53902 0.48732
N 0.33578 -0.32192 0.43087
C 0.19314 -1.83142 0.22986
C 1.54157 0.12958 -0.14297
C 1.94734 1.52909 -0.05621
O 2.33957 -0.64555 -0.58961
H -3.78290 -0.63186 0.25999
H -3.44372 0.03040 -1.39811
H -0.44693 1.62354 0.74713
H -0.56883 -2.20468 0.96533
H -0.03849 -1.90044 -0.87697
H 1.21120 -2.26184 0.47233
H 1.96798 1.83981 1.02460
H 2.96029 1.76994 -0.49109
H 1.48681 2.33366 -0.62290
```


# C30H25CoN4O4

A structure of composition C30H25CoN4O4 (ωB97M-V with the def2-TZVPD basis set, the OMol25 dataset).

Output
- Energy relative to the best compared isomer or geometry (same formula, charge and spin): 2.7384 eV
- Gap between HOMO and LUMO (alpha / beta): 8.01 / 7.79 eV
- Net charge: +1
- Maximum force: 1.1 eV/A
- E_HOMO (alpha / beta): -11.5 / -11.5 eV
- Calculated total energy: -83285.4714 eV
- Spin multiplicity: 2

```
64
C30H25CoN4O4 | the OMol25 dataset | ωB97M-V with the def2-TZVPD basis set
Co -0.66104 0.74395 0.55982
C 0.15442 4.02607 -0.17417
C 1.13716 3.25160 0.64689
C 2.36204 3.85605 0.94463
C 3.33361 3.16992 1.62885
C 3.08186 1.84863 1.97414
C 1.86196 1.30006 1.65718
N 0.86336 2.00301 1.04425
C 1.61443 -0.14928 1.84863
C 2.46723 -1.08932 2.40260
C 2.08819 -2.42663 2.37109
C 0.88937 -2.81424 1.78830
C 0.07564 -1.82489 1.26457
N 0.45473 -0.54341 1.32881
C -1.20684 -1.98962 0.56571
C -1.64977 -3.09334 -0.03756
C -2.81966 -3.04922 -0.89907
C -3.48748 -1.91051 -1.09162
C -3.15056 -0.67386 -0.35334
C -4.79934 1.02370 -1.20828
N -1.91939 -0.73595 0.48025
H 0.67414 4.82991 -0.68975
H -0.60852 4.49358 0.45037
H -0.28842 3.37917 -0.92573
H 2.53535 4.86683 0.60295
H 4.28535 3.63123 1.85573
H 3.84312 1.25025 2.45295
H 3.40998 -0.79843 2.84183
H 2.74193 -3.17617 2.79848
H 0.59683 -3.85296 1.73598
H -1.06702 -4.00266 0.02173
H -3.08823 -3.94175 -1.44764
H -4.29197 -1.84594 -1.81369
H -5.38922 0.24204 -1.68808
H -4.91237 1.93201 -1.79943
H -5.21060 1.20656 -0.21482
C -3.58860 0.41996 2.02594
C -3.26268 -0.70613 1.13776
C -3.31928 0.62565 -1.12446
C -2.49721 1.76113 -0.57471
C -2.47862 2.21710 0.70293
C -3.20538 1.68310 1.85433
H -4.14158 0.15538 2.91894
H -3.53678 -1.67918 1.52535
H -2.94430 0.42754 -2.12978
H -1.94318 2.32546 -1.31274
H -1.97852 3.15759 0.86723
H -3.43555 2.39777 2.63627
O 1.52851 2.01596 -1.99166
C 1.14869 0.87324 -1.75255
O -0.03269 0.53061 -1.37225
C 2.14175 -0.26555 -1.90334
C 3.46113 0.00832 -2.25024
C 4.39939 -1.01165 -2.32844
C 4.03361 -2.31961 -2.04840
C 2.71515 -2.57210 -1.70783
C 1.75990 -1.57221 -1.64513
N 2.31783 -3.95095 -1.38328
O 3.13439 -4.83387 -1.51953
O 1.17614 -4.13419 -0.97716
H 3.73159 1.03609 -2.45386
H 5.42147 -0.78898 -2.60548
H 4.74276 -3.13373 -2.09339
H 0.73179 -1.80312 -1.41706
```